Below is the ion C9H20N4S with charge +2 in a non-equilibrium geometry, with properties calculated with ωB97M-V/def2-TZVPD.

Maximum force   5.737 eV Å⁻¹
Charge   +2
ΔE to the lowest compared entry with this formula, charge and spin   0.0 kcal per mole
Orbital gap   9.49 eV

Element x y z (Å)
C -3.09833 1.41436 0.39161
C -4.20205 0.49550 0.32543
C 1.10809 0.84108 0.49703
C 1.90005 -1.38387 -0.05845
C 2.35289 1.39179 -0.12964
C 3.02551 -0.78643 -0.89583
C -1.78583 -0.17729 -0.52423
C -1.03019 -0.81765 1.90447
C -0.44149 -0.98047 0.50044
N -1.97512 1.15395 -0.10030
N 0.79497 -0.50230 -0.02385
N 3.55069 0.49094 -0.24480
N -1.32180 -0.05823 -1.98465
S -3.42074 -1.03845 -0.40961
H -3.03706 2.46326 0.69933
H -4.43810 0.08811 1.37031
H -4.93284 0.68728 -0.39547
H 1.31833 0.62910 1.67452
H 0.24163 1.62254 0.42735
H 1.81092 -2.42577 -0.51668
H 2.18825 -1.46714 0.93193
H 1.96883 1.73638 -1.19993
H 2.79524 2.21496 0.27124
H 3.69754 -1.60226 -1.00444
H 2.46536 -0.61798 -1.74946
H -1.29006 0.17070 2.17127
H -0.27040 -0.95383 2.61946
H -1.96130 -1.40826 2.08489
H -0.60949 -2.10237 0.15082
H 4.23308 0.86668 -0.79905
H 3.91527 0.16677 0.67373
H -0.36919 0.06113 -1.82318
H -1.77073 0.71719 -2.36875
H -1.41189 -0.88944 -2.46548

Forces on atoms 1 to 3 (eV/Å):
1.0 2.8 -0.3
1.0 -3.7 2.2
0.4 -0.7 3.9

natural (NBO) atomic charge list, values in e, 2 entries: atom 1 (C): 0.18, atom 2 (C): -0.57

---

Below is a structure of composition C9H20N5O3PtS3 in a non-equilibrium geometry, with properties calculated with ωB97M-V/def2-TZVPD.

Maximum force   1.258 eV Å⁻¹
Charge   -1
ΔE to the lowest compared entry with this formula, charge and spin   29.4 kcal per mole
Orbital gap   6.58 eV

Element x y z (Å)
Pt 0.90096 0.88770 0.11101
N 2.83249 0.99639 0.96173
N 3.03963 0.76571 2.33709
C 2.03057 0.57790 3.35837
O 2.54301 0.49410 4.49032
O 0.84865 0.52483 2.98894
H 3.46505 0.40672 0.43081
H 2.97225 1.98589 0.73794
H 3.97257 0.93757 2.66652
S -1.31110 1.15741 -0.58485
C -1.73694 1.73425 1.02391
N -1.13550 2.63854 1.66817
C -1.65182 2.83765 3.01601
C -2.44045 1.59958 3.43572
S -3.08831 0.93508 1.87527
H 0.30169 2.95504 1.04781
H -2.27075 3.74267 3.02592
H -0.80319 2.97471 3.68687
H -3.25081 1.81848 4.12927
H -1.75879 0.85742 3.84887
O 1.03885 2.82300 0.40286
C -2.03859 -1.38273 -2.44721
N -1.08298 -1.94547 -1.49800
C -1.71135 -2.39876 -0.26019
C 0.22750 -1.64752 -1.53558
S 1.14675 -1.53118 -0.09520
N 0.78090 -1.43349 -2.75642
C 2.05835 -0.75595 -2.87055
C 0.42826 -2.23879 -3.91369
H -2.74079 -0.76293 -1.89030
H -2.58314 -2.17208 -2.97256
H -1.53312 -0.74663 -3.16708
H -2.61881 -2.94198 -0.52992
H -1.96180 -1.54246 0.36997
H -1.03872 -3.05034 0.28654
H 2.08487 0.07570 -2.16723
H 2.14105 -0.37123 -3.88797
H 2.89384 -1.43267 -2.66889
H -0.37082 -2.93224 -3.67400
H 1.30257 -2.82105 -4.22115
H 0.11796 -1.61889 -4.75911

Forces on atoms 1 to 3 (eV/Å):
0.3 -0.4 0.2
-0.1 0.2 -0.1
0.0 -0.5 -0.1

natural (NBO) atomic charge list, values in e, 2 entries: atom 1 (Pt): 0.68, atom 2 (N): -0.61

---

Below is a cluster of 2 separate species, C9H20NO2S2 in total, with properties calculated with ωB97M-V/def2-TZVPD.

Maximum force   0.644 eV Å⁻¹
Charge   -1
Orbital gap   3.83 eV

Element x y z (Å)
C -4.05139 -1.18965 -1.26174
C -3.23564 -2.09911 -2.16871
S -1.60851 -2.56525 -1.52626
C -0.92862 -0.98960 -0.91673
C -1.15039 -0.76907 0.57263
O -0.62942 -2.00158 1.20253
C -0.25298 0.39427 1.04450
C -1.00268 1.49830 1.76054
C -0.69417 1.71623 3.22284
N -1.88028 2.23612 1.20936
H -5.04128 -1.03481 -1.70725
H -3.59544 -0.20990 -1.15125
H -4.16922 -1.61618 -0.27023
H -3.77271 -3.04164 -2.29014
H -3.15828 -1.65200 -3.16319
H -1.37220 -0.17021 -1.47998
H 0.13587 -1.02369 -1.20189
H -0.69639 -1.86163 2.13958
H 0.51066 -0.02989 1.71339
H 0.28707 0.85073 0.19885
H 0.36893 1.57416 3.41728
H -1.25820 0.98926 3.80990
H -0.99391 2.71743 3.52573
H -2.03686 1.90004 0.25898
C 4.92520 0.14901 -1.57021
S 3.45725 -0.24403 -0.59857
O 2.29289 -0.14950 -1.50658
C 3.48321 1.27468 0.36380
H 5.07896 -0.66192 -2.27939
H 4.76788 1.08466 -2.10752
H 5.78710 0.22582 -0.90645
H 3.42432 2.13015 -0.30953
H 4.39675 1.31081 0.95991
H 2.61249 1.25797 1.01579

Forces on atoms 1 to 3 (eV/Å):
-0.3 0.0 -0.2
-0.1 0.1 0.1
-0.1 0.0 -0.2

natural (NBO) atomic charge list, values in e, 2 entries: atom 1 (C): -0.61, atom 2 (C): -0.53

---

Below is a cluster of 2 separate species, C9H20O2PSi in total in a non-equilibrium geometry, with properties calculated with ωB97M-V/def2-TZVPD.

Maximum force   4.869 eV Å⁻¹
Charge   -1
ΔE to the lowest compared entry with this formula, charge and spin   0.0 kcal per mole
Orbital gap   7.87 eV

Element x y z (Å)
C -0.50476 -3.88770 -2.50015
C -1.20375 -2.74009 -3.29603
C -1.07449 -3.84637 -1.07000
C -0.73530 -1.45499 -2.66190
C -0.77877 -2.49340 -0.43812
C -1.30618 -1.36455 -1.25924
C 2.67208 5.32080 2.90377
C -0.19042 3.71088 3.43697
C 2.59189 2.39342 2.20364
O 0.25632 0.85829 -0.80481
O -1.10849 0.14835 1.19547
Si 1.64791 3.94394 2.66042
P -0.97924 0.22536 -0.27747
H -0.59014 -4.78939 -3.07429
H 0.55807 -3.74983 -2.62022
H -0.81988 -2.63772 -4.28453
H -2.30140 -2.80132 -3.45846
H -2.16139 -3.91303 -1.05121
H -0.78727 -4.63940 -0.36066
H 0.36414 -1.40763 -2.76387
H -1.26993 -0.58323 -3.11823
H -1.22720 -2.50181 0.54574
H 0.31111 -2.35348 -0.33696
H -2.35234 -1.48400 -1.47409
H -1.88261 1.14047 -0.86253
H 3.70885 5.22863 2.61458
H 2.34519 6.17957 3.47419
H -0.39662 4.19064 4.40423
H -0.87118 4.18917 2.75843
H -0.46437 2.67644 3.39065
H 2.06588 1.85342 1.39838
H 3.57815 2.72488 1.72071
H 2.90610 1.86369 3.00559

Forces on atoms 1 to 3 (eV/Å):
-1.6 0.4 -0.8
0.7 -0.1 0.1
0.4 -0.3 0.2

natural (NBO) atomic charge list, values in e, 2 entries: atom 1 (C): -0.41, atom 2 (C): -0.40

---

Below is a cluster of 2 separate species, C9H20O2PSi in total in a non-equilibrium geometry, with properties calculated with ωB97M-V/def2-TZVPD.

Maximum force   5.250 eV Å⁻¹
Charge   -1
ΔE to the lowest compared entry with this formula, charge and spin   25.7 kcal per mole
Orbital gap (spin up / spin down)   6.40 / 5.70 eV

Element x y z (Å)
C 3.52186 -1.03614 -1.75086
C 2.98566 -2.29790 -1.05023
C 3.20228 0.14673 -0.90956
C 1.48405 -2.09995 -0.63296
C 1.62909 0.31694 -0.78296
C 1.14136 -0.75566 -0.01081
C -1.62171 1.42170 2.69666
C -1.93718 2.18749 -0.30680
C -4.38162 1.10882 1.15356
O -2.50015 -2.15611 0.81901
O -2.17202 -0.91399 -1.34548
Si -2.50760 0.93649 1.11204
P -1.89005 -0.97980 0.11669
H 4.55890 -1.25497 -2.16788
H 2.79454 -0.94628 -2.66186
H 2.79523 -3.18785 -1.68730
H 3.71050 -2.38848 -0.15692
H 3.63773 0.08856 0.07985
H 3.66604 1.00643 -1.34754
H 0.80446 -2.35566 -1.50900
H 1.27266 -2.89762 0.03346
H 1.59384 1.31812 -0.27565
H 1.26293 0.34164 -1.79621
H 1.30865 -0.86182 1.10306
H -2.14898 0.94619 3.48718
H -0.51093 1.26899 2.58262
H -1.86009 2.52048 2.96231
H -2.80881 2.13289 -0.84121
H -1.55477 3.10097 0.07987
H -1.14009 1.70382 -0.86785
H -5.02212 0.17477 1.28608
H -4.50088 1.57575 2.16919
H -4.81278 1.83544 0.41952

Forces on atoms 1 to 3 (eV/Å):
-1.5 -2.2 -2.7
-0.3 0.5 0.7
0.0 0.5 -0.2

natural (NBO) atomic charge list, values in e, 2 entries: atom 1 (C): -0.41, atom 2 (C): -0.41

---

Below is a structure of composition C9H21AgN2O2P in a non-equilibrium geometry, with properties calculated with ωB97M-V/def2-TZVPD.

Maximum force   5.070 eV Å⁻¹
Charge   +1
Orbital gap   5.15 eV

Element x y z (Å)
C 0.32304 -2.50989 0.32964
C 1.88270 -2.09527 0.46675
C 2.13098 -0.70671 -0.35926
C 3.20836 0.23929 0.34419
N 2.73604 0.77558 1.66373
O 1.62436 1.57455 1.49876
C 0.43410 0.93485 1.94165
O 0.42593 -0.08179 2.68953
N -0.84874 1.54770 1.48720
P -1.46057 0.79110 0.00252
C -3.34605 0.50497 0.07784
C -3.54885 -1.11683 0.09497
C -1.20380 1.88489 -1.52196
C 0.33168 2.25717 -1.82890
H -0.31024 -1.88658 1.06037
H 0.18060 -3.62526 0.58931
H -0.04536 -2.30754 -0.75413
H 2.18726 -2.01433 1.56006
H 2.48928 -2.88741 -0.11291
H 2.51863 -0.99637 -1.40126
H 1.12012 -0.20342 -0.51757
H 4.15307 -0.39361 0.49903
H 3.40159 1.14760 -0.34343
H 3.47879 1.43150 1.97813
H -1.50401 1.27819 2.24841
H -3.80995 0.88284 -0.91083
H -3.85632 1.01165 0.96092
H -4.18460 -1.43907 -0.80411
H -2.51439 -1.61574 0.04523
H -4.12666 -1.44722 1.03099
H -1.60633 1.31480 -2.44252
H -1.76227 2.87708 -1.35454
H 0.33640 3.36466 -2.15583
H 0.71579 1.68103 -2.75308
H 1.04435 2.10201 -0.95095
Ag -0.59491 -2.27442 -2.35793

Forces on atoms 1 to 3 (eV/Å):
1.1 -0.6 2.0
-0.5 0.1 -1.8
0.1 -0.7 0.6

natural (NBO) atomic charge list, values in e, 2 entries: atom 1 (C): -0.53, atom 2 (C): -0.42

---

Below is a structure of composition C9H21AlN3O7P in a non-equilibrium geometry, with properties calculated with ωB97M-V/def2-TZVPD.

Maximum force   3.612 eV Å⁻¹
ΔE to the lowest compared entry with this formula, charge and spin   91.4 kcal per mole
Orbital gap   6.10 eV

Element x y z (Å)
Al 0.47027 -2.21950 -3.03561
P 1.02478 -2.23087 -7.63218
O -0.09900 -2.17469 -8.68589
O 2.07950 -3.09349 -8.34679
O 0.42439 -3.42201 -6.85343
O 1.32178 -1.07109 -6.66023
C -3.05422 0.61982 0.71608
O -2.37049 0.28330 -0.28006
N -2.65488 1.23406 1.85274
C -3.50349 1.56556 2.97359
C -1.20981 1.73500 1.90467
H -4.12443 0.39199 0.83833
H -3.52833 2.62184 3.24144
H -3.19646 1.02921 3.87145
H -4.51972 1.20149 2.82252
H -1.26083 2.79503 1.65601
H -0.59655 1.56998 2.79053
H -0.61481 1.34495 1.07887
C -1.30581 -4.74796 2.16483
O -0.76802 -4.16005 1.17797
N -1.15030 -4.32200 3.42686
C -1.74386 -5.02911 4.52608
C -0.35927 -3.17610 3.87870
H -1.98765 -5.61142 2.20657
H -2.05603 -6.06657 4.40639
H -2.57858 -4.50952 4.99658
H -0.94453 -5.17012 5.25361
H 0.46192 -3.44188 4.54436
H -0.09142 -2.45647 3.10507
H -0.91340 -2.46908 4.49608
C 2.23506 3.23513 -3.11943
O 1.42211 2.41210 -2.76527
N 3.11633 3.88699 -2.29531
C 3.94051 4.85530 -2.87513
C 3.30330 3.90593 -0.87095
H 2.27954 3.55654 -4.17153
H 3.75210 5.85887 -2.49376
H 3.92471 4.76630 -3.96138
H 5.00423 4.78515 -2.64783
H 2.42038 3.49917 -0.37791
H 4.09365 3.31105 -0.41318
H 3.35732 4.90714 -0.44344

Forces on atoms 1 to 3 (eV/Å):
0.0 0.2 -0.7
-0.3 0.9 1.3
0.0 1.0 0.4

natural (NBO) atomic charge list, values in e, 2 entries: atom 1 (Al): 0.99, atom 2 (P): 2.37